No. 1
Here is a 11-piece molecular cluster, C44H120N10O12 overall in a non-equilibrium geometry from the Open Molecules 2025 dataset. Energies are from ωB97M-V/def2-TZVPD.

Results
- <S²> = 0.755
- HOMO level (alpha / beta) (eV) = -10.244 / -10.244
- net charge = +1
- multiplicity = 2
- frontier orbital gap (alpha / beta) (eV) = 8.10 / 2.96

Last column: Mulliken spin population.
Positions of all 186 atoms, in Å:
1 C -9.901 -4.567 -13.520  0.000
2 C -10.360 -4.249 -12.090  0.000
3 C -10.251 -5.518 -11.181  0.000
4 O -11.009 -5.260 -10.006  0.000
5 C -10.767 -6.285 -9.046  0.000
6 N -9.574 -3.214 -11.457  0.000
7 H -8.855 -4.286 -13.637  0.000
8 H -10.551 -4.054 -14.228  0.000
9 H -10.053 -5.622 -13.751  0.000
10 H -11.405 -3.940 -12.122  0.000
11 H -9.196 -5.654 -10.945  0.000
12 H -10.676 -6.440 -11.578  0.000
13 H -11.538 -6.142 -8.290  0.000
14 H -9.758 -6.226 -8.637  0.000
15 H -11.090 -7.256 -9.422  0.000
16 H -9.582 -2.421 -12.083  0.000
17 H -10.038 -3.039 -10.577  0.000
18 C -7.626 -13.711 -12.508  0.000
19 C -8.535 -12.467 -12.595  0.000
20 C -8.030 -11.450 -13.676  0.000
21 O -8.234 -10.011 -13.498  0.000
22 C -9.618 -9.745 -13.558  0.000
23 N -9.875 -12.887 -12.979  0.000
24 H -7.968 -14.410 -11.745  0.000
25 H -6.696 -13.329 -12.086  0.000
26 H -7.374 -14.184 -13.458  0.000
27 H -8.746 -11.913 -11.680  0.000
28 H -8.219 -11.854 -14.670  0.000
29 H -6.952 -11.567 -13.558  0.000
30 H -10.345 -10.160 -12.859  0.000
31 H -9.840 -9.760 -14.625  0.000
32 H -9.645 -8.670 -13.380  0.000
33 H -10.521 -12.110 -12.993  0.000
34 H -9.867 -13.272 -13.912  0.000
35 C -16.157 -10.300 -20.674  0.000
36 C -15.764 -10.942 -22.001  0.000
37 C -17.040 -11.345 -22.843  0.000
38 O -17.607 -10.090 -23.446  0.000
39 C -18.959 -10.245 -23.962  0.000
40 N -14.842 -10.015 -22.819  0.000
41 H -16.559 -9.313 -20.902  0.000
42 H -15.321 -10.192 -19.984  0.000
43 H -16.828 -10.982 -20.152  0.000
44 H -15.182 -11.829 -21.749  0.000
45 H -17.706 -11.941 -22.219  0.000
46 H -16.791 -12.003 -23.675  0.000
47 H -18.954 -10.230 -25.052  0.000
48 H -19.559 -9.394 -23.638  0.000
49 H -19.500 -11.132 -23.634  0.000
50 H -14.193 -9.512 -22.231  0.000
51 H -15.463 -9.236 -22.986  0.000
52 C -12.237 -11.581 -16.845  -0.001
53 C -11.933 -12.660 -15.797  0.000
54 C -12.792 -12.631 -14.510  0.000
55 O -12.777 -11.298 -13.941  0.000
56 C -13.483 -11.223 -12.653  0.000
57 N -12.151 -14.013 -16.350  0.000
58 H -13.086 -11.817 -17.487  0.000
59 H -11.406 -11.513 -17.548  0.000
60 H -12.403 -10.597 -16.405  0.001
61 H -10.895 -12.488 -15.514  0.000
62 H -12.377 -13.329 -13.784  0.000
63 H -13.824 -12.936 -14.678  0.000
64 H -14.409 -11.794 -12.722  0.000
65 H -13.675 -10.163 -12.487  0.000
66 H -12.783 -11.589 -11.903  0.000
67 H -13.022 -13.952 -16.857  0.000
68 H -11.572 -13.978 -17.177  0.000
69 C -23.429 -11.194 -19.230  0.000
70 C -22.515 -11.984 -18.387  0.000
71 C -21.386 -11.278 -17.707  0.000
72 O -20.658 -10.440 -18.643  0.000
73 C -19.336 -10.003 -18.231  0.000
74 N -23.309 -12.828 -17.554  0.000
75 H -22.956 -10.608 -20.019  0.000
76 H -23.930 -10.471 -18.587  0.000
77 H -24.122 -11.749 -19.863  0.000
78 H -21.989 -12.665 -19.056  0.000
79 H -20.739 -12.099 -17.395  0.000
80 H -21.642 -10.767 -16.779  0.000
81 H -18.814 -10.893 -17.879  0.000
82 H -19.396 -9.302 -17.399  0.000
83 H -18.848 -9.479 -19.052  0.000
84 H -22.728 -13.375 -16.935  0.000
85 H -23.806 -12.215 -16.923  0.000
86 C -19.104 -3.422 -12.602  0.000
87 C -18.798 -4.847 -12.908  0.000
88 C -17.840 -5.599 -11.891  0.000
89 O -16.647 -4.752 -11.924  0.000
90 C -15.970 -4.876 -10.718  0.000
91 N -20.142 -5.335 -12.691  0.000
92 H -19.098 -3.137 -11.550  0.000
93 H -20.001 -3.051 -13.097  0.000
94 H -18.401 -2.735 -13.075  0.000
95 H -18.336 -4.947 -13.890  0.000
96 H -17.690 -6.589 -12.324  0.000
97 H -18.349 -5.642 -10.928  0.000
98 H -16.453 -4.516 -9.810  0.000
99 H -15.114 -4.234 -10.926  0.000
100 H -15.588 -5.892 -10.629  0.000
101 H -20.091 -6.333 -12.542  0.000
102 H -20.522 -5.276 -13.625  0.000
103 C -17.894 -13.426 -18.058  0.000
104 C -16.804 -12.894 -17.210  0.000
105 C -16.840 -13.544 -15.844  0.000
106 O -18.061 -13.419 -15.039  0.000
107 C -18.216 -12.295 -14.188  0.000
108 N -15.523 -13.189 -17.817  0.000
109 H -18.882 -13.117 -17.720  0.000
110 H -18.010 -14.484 -18.294  0.000
111 H -18.057 -12.739 -18.889  0.000
112 H -16.812 -11.809 -17.114  0.000
113 H -15.880 -13.289 -15.396  0.000
114 H -16.798 -14.633 -15.846  0.000
115 H -17.363 -11.998 -13.578  0.000
116 H -19.160 -12.499 -13.681  0.000
117 H -18.297 -11.488 -14.916  0.000
118 H -15.111 -14.036 -17.452  0.000
119 H -15.683 -13.370 -18.798  0.000
120 C -13.401 -5.951 -13.499  -0.001
121 C -13.796 -7.428 -13.879  0.014
122 C -14.726 -7.532 -15.178  0.027
123 O -15.199 -8.874 -15.373  0.018
124 C -16.090 -9.084 -16.432  0.001
125 N -12.505 -8.163 -14.177  0.004
126 H -14.297 -5.430 -13.161  0.001
127 H -12.891 -5.462 -14.329  -0.005
128 H -12.752 -5.925 -12.623  0.001
129 H -14.506 -7.844 -13.164  0.000
130 H -14.161 -7.035 -15.966  -0.008
131 H -15.602 -6.947 -14.897  0.003
132 H -15.348 -9.077 -17.231  0.000
133 H -16.813 -8.286 -16.600  -0.001
134 H -16.576 -10.007 -16.117  0.000
135 H -12.032 -7.800 -14.992  0.002
136 H -12.778 -9.135 -14.212  0.000
137 C -6.753 -4.058 -20.316  0.000
138 C -8.178 -4.602 -20.155  0.000
139 C -8.434 -5.516 -18.910  0.000
140 O -9.782 -5.769 -18.627  -0.001
141 C -9.996 -6.524 -17.511  0.002
142 N -9.164 -3.559 -20.138  0.000
143 H -6.495 -3.839 -19.280  0.000
144 H -6.667 -3.137 -20.893  0.000
145 H -6.005 -4.746 -20.711  0.000
146 H -8.385 -5.140 -21.080  0.000
147 H -7.947 -5.134 -18.013  0.000
148 H -7.883 -6.453 -18.988  0.000
149 H -11.033 -6.806 -17.327  -0.002
150 H -9.601 -5.930 -16.687  0.000
151 H -9.506 -7.475 -17.721  0.000
152 H -9.461 -3.573 -19.173  0.000
153 H -10.042 -3.891 -20.510  0.000
154 C -15.576 -2.321 -17.619  0.003
155 O -14.247 -1.920 -17.697  0.035
156 C -13.379 -2.932 -18.224  0.082
157 C -13.117 -4.171 -17.328  0.000
158 N -13.976 -5.329 -17.768  0.756
159 C -13.527 -6.104 -18.896  -0.003
160 C -14.717 -6.695 -19.635  0.008
161 O -15.770 -5.700 -19.983  0.002
162 C -16.773 -6.112 -20.887  0.000
163 H -15.531 -3.267 -17.079  0.004
164 H -16.038 -2.456 -18.597  0.000
165 H -16.114 -1.649 -16.950  0.000
166 H -12.429 -2.482 -18.512  0.014
167 H -13.666 -3.188 -19.244  -0.006
168 H -13.302 -3.916 -16.285  -0.002
169 H -12.059 -4.431 -17.310  0.014
170 H -14.928 -5.009 -17.878  -0.023
171 H -12.950 -6.971 -18.576  0.038
172 H -12.922 -5.473 -19.546  0.023
173 H -15.112 -7.530 -19.056  0.000
174 H -14.366 -7.214 -20.527  0.001
175 H -17.260 -5.306 -21.435  0.000
176 H -17.554 -6.645 -20.343  0.000
177 H -16.317 -6.749 -21.645  0.000
178 C -13.973 -1.012 -13.362  0.000
179 C -14.680 -2.245 -12.733  0.000
180 O -15.419 -3.021 -13.749  0.000
181 H -14.619 -0.334 -13.919  0.000
182 H -13.326 -1.579 -14.032  0.000
183 H -13.443 -0.517 -12.548  0.000
184 H -15.361 -1.944 -11.936  0.000
185 H -13.993 -2.849 -12.140  0.000
186 H -15.880 -3.690 -13.238  0.000

No. 2
Here is one molecule with the formula C8H13N3O2 in a non-equilibrium geometry from the Open Molecules 2025 dataset. Energies are from ωB97M-V/def2-TZVPD.

Results
- HOMO level (eV) = -7.754
- net charge = 0
- multiplicity = 1
- frontier orbital gap (eV) = 7.01

Last column: natural (NBO) charge in e.
Positions of all 26 atoms, in Å:
1 C -3.803 0.124 -0.546  -0.642
2 C -2.264 0.058 -0.309  0.268
3 C -1.498 0.968 -1.056  -0.256
4 C -0.104 1.173 -0.843  -0.195
5 C 0.782 0.149 -0.492  0.028
6 N 2.020 0.467 -0.099  -0.411
7 C 2.213 1.656 0.794  -0.408
8 C 2.907 -0.650 0.117  -0.435
9 N -1.851 -0.555 0.778  -0.430
10 C -0.568 -0.988 0.909  0.008
11 N -0.190 -2.202 0.325  0.469
12 O 0.640 -2.809 0.981  -0.407
13 O -0.687 -2.537 -0.747  -0.408
14 H -4.203 -0.567 0.253  0.242
15 H -3.835 -0.351 -1.504  0.225
16 H -4.077 1.101 -0.692  0.216
17 H -1.976 1.791 -1.532  0.216
18 H 0.176 2.199 -0.690  0.208
19 H 0.759 -0.800 -0.976  0.239
20 H 3.221 1.793 1.088  0.218
21 H 1.778 2.461 0.241  0.200
22 H 1.443 1.426 1.613  0.195
23 H 2.408 -1.666 0.612  0.230
24 H 3.291 -0.946 -0.910  0.201
25 H 3.762 -0.365 0.644  0.204
26 H -0.345 -0.929 2.044  0.225

No. 3
Here is C21H29AsN4O2ReSe4 as an isolated structure in a non-equilibrium geometry from the Open Molecules 2025 dataset. Energies are from ωB97M-V/def2-TZVPD.

Results
- <S²> = 1.139
- HOMO level (alpha / beta) (eV) = -7.202 / -7.288
- net charge = 0
- multiplicity = 2
- frontier orbital gap (alpha / beta) (eV) = 5.66 / 6.43

Last column: natural (NBO) charge in e.
Positions of all 62 atoms, in Å:
1 Re -0.306 1.525 0.933  0.671
2 C -4.006 1.852 -1.251  -0.663
3 C -2.985 1.196 -0.367  0.459
4 O -1.900 1.918 -0.231  -0.697
5 C -3.227 -0.023 0.196  -0.463
6 C -2.362 -0.777 1.063  0.315
7 C -2.822 -2.119 1.547  -0.663
8 N -1.202 -0.324 1.415  -0.368
9 N -0.424 -1.148 2.225  -0.403
10 C 0.693 -0.573 2.532  0.553
11 O 1.040 0.621 2.113  -0.682
12 C 1.674 -1.292 3.377  -0.138
13 C 2.905 -0.704 3.648  -0.171
14 C 3.836 -1.372 4.430  -0.217
15 C 3.541 -2.625 4.944  -0.198
16 C 2.310 -3.212 4.679  -0.237
17 C 1.378 -2.550 3.898  -0.113
18 H -3.581 2.014 -2.243  0.223
19 H -4.261 2.832 -0.843  0.231
20 H -4.911 1.257 -1.344  0.220
21 H -4.183 -0.475 -0.024  0.221
22 H -3.799 -2.358 1.136  0.216
23 H -2.874 -2.124 2.636  0.248
24 H -2.105 -2.891 1.267  0.241
25 H 3.118 0.279 3.250  0.234
26 H 4.793 -0.910 4.639  0.215
27 H 4.267 -3.144 5.557  0.213
28 H 2.076 -4.188 5.084  0.213
29 H 0.415 -2.993 3.685  0.223
30 Se -1.545 2.520 2.898  -0.254
31 Se 0.161 3.744 3.909  -0.010
32 Se 0.954 5.058 2.177  -0.042
33 Se 1.018 3.488 0.455  0.155
34 N -1.843 6.332 0.023  -0.670
35 N -1.730 4.887 -0.172  -0.685
36 H -1.000 6.715 -0.396  0.335
37 H -1.675 6.465 1.017  0.347
38 H -2.059 4.708 -1.116  0.341
39 H -2.431 4.464 0.426  0.357
40 C 2.611 0.056 -1.042  -0.954
41 As 0.704 0.383 -1.089  1.154
42 C 0.478 1.336 -2.758  -0.955
43 C -0.010 -1.410 -1.457  -0.764
44 C 0.411 -1.960 -2.782  0.058
45 C -0.360 -1.737 -3.921  -0.248
46 C 0.052 -2.201 -5.161  -0.201
47 C 1.246 -2.900 -5.282  -0.219
48 C 2.015 -3.141 -4.153  -0.200
49 C 1.600 -2.675 -2.914  -0.252
50 H 2.934 -0.437 -1.957  0.236
51 H 2.840 -0.566 -0.177  0.245
52 H 3.126 1.010 -0.932  0.246
53 H 0.865 0.758 -3.595  0.239
54 H 1.016 2.280 -2.672  0.245
55 H -0.580 1.550 -2.904  0.241
56 H -1.096 -1.335 -1.367  0.248
57 H 0.348 -2.025 -0.627  0.247
58 H -1.296 -1.196 -3.831  0.212
59 H -0.561 -2.021 -6.034  0.216
60 H 1.569 -3.262 -6.249  0.217
61 H 2.939 -3.699 -4.235  0.217
62 H 2.198 -2.882 -2.034  0.213

Summary of calculated total energy in Ha
-3198.078720; -627.127941; -13106.954137
(order as listed above)